No. 1
The following is a quantum chemistry calculation of a gas-phase ion, C8H19NOP (charge +1) in a non-equilibrium geometry, from the Open Molecules 2025 dataset.

Positions of all 30 atoms, in Å:
H 4.548169 -1.442425 -0.138088
H 3.164486 -1.756619 -0.850352
H 0.851939 -0.742490 2.169856
H -2.497342 -0.276725 -1.514203
H 0.550490 2.244164 1.091858
C -1.776177 -2.313505 -1.166859
C 0.987986 1.766556 0.222683
H -3.102229 2.964321 -0.187700
N 0.700558 0.291161 0.281197
H 2.065837 1.898682 0.272383
P -1.094571 -0.168575 0.477388
H -0.800281 -0.520782 -1.903098
H -1.974352 -2.645359 -0.151032
C -1.589726 -0.779906 -1.193215
H -3.076792 0.968594 1.007821
H 0.996618 -0.087558 -0.618084
H -2.654857 -2.559629 -1.755972
O 3.363411 -1.826189 1.356483
H 0.634306 2.178481 -0.714254
C 1.494813 -0.328934 1.397551
H -2.211142 1.920097 -1.303274
H 1.638981 -2.320924 0.389143
H -1.737501 1.804898 1.722249
C -2.187318 2.397957 -0.326486
H -0.917611 -2.838851 -1.570786
C 2.229732 -1.503383 0.806271
H -1.336933 3.071775 -0.321089
C 3.526325 -1.067900 -0.022820
C -2.074367 1.343098 0.795297
H 2.277551 0.329970 1.747132

Cartesian forces, eV/Å:
0.60 1.77 0.13
0.61 -0.60 0.43
-0.33 0.57 0.17
-0.05 0.14 0.04
-0.19 0.07 -0.05
-0.42 0.49 0.08
0.49 -0.16 -0.03
0.00 0.19 -0.11
-0.41 1.34 0.26
0.08 -0.05 -0.07
-1.05 -1.26 1.01
-0.18 0.17 -0.25
0.06 -0.21 0.04
0.79 0.03 0.07
0.06 -0.43 0.08
0.28 -0.16 0.08
0.07 -0.20 -0.16
0.41 -1.65 -0.01
-0.24 0.03 0.03
0.33 -1.16 -0.69
-0.16 0.05 -0.11
-0.16 0.07 -0.25
0.04 -0.10 0.15
0.13 -0.39 0.27
0.08 -0.09 0.03
0.05 2.01 0.67
-0.08 0.19 0.04
-1.06 -1.84 -1.17
0.49 0.87 -0.93
-0.25 0.31 0.24

Summary:
Energy above the lowest of the compared OMol25 structures with the same formula, charge and spin in eV: 5.8309
E_tot in eV: -21418.796
Max |F| in eV Å⁻¹: 2.42
Structure (SMILES): CCP(CC)[N@@H+](C)C[C@H]1CO1
Orbital gap in eV: 9.768
Total charge: +1


No. 2
The following is a quantum chemistry calculation of 2 unconnected molecules or ions with the total composition C8H19NSi2 in a non-equilibrium geometry, from the Open Molecules 2025 dataset.

Positions of all 30 atoms, in Å:
C -0.608684 2.064991 1.642791
H 1.054992 2.576798 -2.243801
H 0.165459 1.403764 2.037017
H -0.871403 -2.540801 1.420287
H 1.321068 2.952398 -0.664365
H -0.737280 2.929039 2.361227
H 1.118022 -1.512739 -2.304862
H 2.716255 1.448288 1.152459
H -1.657189 -3.551629 0.197147
Si 1.080262 0.509569 -0.715152
H -4.064444 -0.994430 0.766897
H -0.067964 -2.594489 -0.191201
C 2.138196 0.563873 0.867378
H 3.110557 -0.551957 2.536175
C 2.350915 -0.510562 1.645486
H -1.788989 2.428688 -0.311036
H -2.890700 -0.272203 1.688098
H 2.287806 -1.777814 -1.047904
H 2.005949 -1.517511 1.349695
C 1.492993 2.170664 -1.409688
N -0.544296 0.177585 -0.302574
C -3.211319 -0.374150 0.685994
C -1.014195 -2.611589 0.329836
H 2.510326 2.232311 -1.591134
H 2.653420 -0.668252 -2.348811
C 1.806715 -1.012452 -1.719240
H -2.322910 -0.991004 -1.847121
Si -1.761224 -1.030799 -0.344896
H -3.662979 0.545535 0.326262
C -1.033221 2.012155 0.399564

Cartesian forces, eV/Å:
0.63 1.72 0.71
-1.43 0.44 -2.33
-0.59 -0.37 -0.36
0.18 0.29 -0.41
-0.06 -0.25 0.35
-0.38 -0.69 -1.23
-1.53 -0.91 -1.41
-0.34 0.09 -0.04
1.16 1.26 -0.30
0.76 -1.62 0.33
-0.82 -1.28 -0.21
0.46 -0.82 0.02
0.57 -0.74 0.60
-1.60 0.36 -1.63
1.69 -0.44 0.63
1.10 -0.21 1.04
0.52 0.53 1.21
-0.61 0.79 -0.34
-0.24 0.59 0.32
-0.88 0.17 1.83
-0.18 3.95 0.84
0.33 -0.08 -0.94
-1.65 -0.72 0.14
2.35 -0.20 -0.34
-0.53 -0.07 0.13
2.10 1.35 1.96
0.60 -0.70 1.36
-1.63 1.26 -0.93
0.45 0.42 -0.08
-0.42 -4.12 -0.91

Summary:
Energy above the lowest of the compared OMol25 structures with the same formula, charge and spin in eV: 3.3821
E_tot in eV: -25847.180
Max |F| in eV Å⁻¹: 4.24
Orbital gap in eV: 9.313


No. 3
The following is a quantum chemistry calculation of 6 unconnected molecules or ions with the total composition C8H20Br4N4O8 in a non-equilibrium geometry, from the Open Molecules 2025 dataset.

Positions of all 44 atoms, in Å:
O 3.895051 -0.954118 1.522234
H -4.397671 -2.337277 2.804061
H 0.208621 -2.971499 -5.398720
H -2.683809 5.252820 -1.964813
O 0.317053 -0.267875 0.987037
H 4.606717 -1.782108 -1.317738
N 3.676493 -1.770962 0.674407
O 0.394841 -1.319429 -0.846132
Br -0.464731 -0.879459 -4.031305
H 3.329470 3.520104 2.659191
O 3.312162 -2.924969 0.984833
C -3.583262 4.637866 -1.934795
O -2.631478 0.037529 3.688714
C 3.407085 2.460054 2.417607
H -0.061600 -3.216109 -2.287317
H 0.383024 -4.601680 -3.250113
H 1.515290 1.490146 3.059402
C 3.816430 -1.287855 -0.752705
N -0.060741 -0.425032 -0.172776
C -1.121027 0.435789 -0.770148
C 2.556147 1.688916 3.314778
Br 3.119435 2.304441 0.460894
H 4.103405 -0.248246 -0.594713
H -3.988095 4.446649 -2.928603
H -1.684740 0.865221 0.058054
H 2.864227 0.645044 3.374153
H -3.354608 -2.668701 4.266052
C -3.799859 -1.917885 3.613269
N -3.079584 3.322047 -1.509142
H 2.836853 -1.261142 -1.230015
C 0.452801 -3.515041 -3.200623
H -1.301527 -3.203509 -4.383689
N -2.747407 -1.010526 3.064047
O -2.514287 3.330098 -0.402342
O -2.156239 -1.385397 2.031819
Br 2.689401 2.378420 5.097598
H -4.329418 5.036847 -1.247646
Br 2.443524 -3.215795 -3.248806
H -0.599565 1.075900 -1.481801
C -0.275283 -2.839233 -4.431027
H -1.889399 -0.220854 -1.178212
H -4.526857 -1.286845 4.124506
O -3.123751 2.374473 -2.266656
H 4.446910 2.209186 2.627179

Cartesian forces, eV/Å:
0.48 1.13 0.65
0.69 -0.36 -0.20
-0.10 0.03 0.28
-0.12 0.63 -0.11
-0.46 0.69 -0.93
-0.40 -0.48 0.30
-0.95 -2.45 0.48
0.39 -0.69 -1.08
0.14 -0.98 -0.66
-0.23 0.02 -0.43
0.68 1.54 -1.66
0.56 -1.46 -0.54
0.71 -0.87 -1.12
1.26 1.52 -0.69
0.80 0.45 0.11
0.01 0.06 -0.30
-0.19 1.13 -0.15
-0.02 1.03 0.52
0.18 -0.32 1.93
-0.65 -0.50 1.09
-1.41 -2.80 0.06
-0.05 -0.06 0.93
0.09 -0.11 -0.14
-0.11 0.50 -0.01
0.75 0.99 -0.22
0.58 0.09 0.11
0.00 0.15 -0.21
-1.01 0.19 -0.24
-2.01 4.54 0.80
0.13 -0.60 0.13
-0.16 0.11 -1.62
0.09 0.01 -0.39
-0.04 -0.21 -0.90
1.74 -0.32 3.03
-0.95 1.07 2.22
-0.04 0.22 0.42
0.03 0.03 0.11
-1.40 -0.06 0.11
-0.67 0.20 0.19
0.55 0.31 2.11
0.60 -0.09 -0.77
0.50 0.00 0.44
0.00 -4.13 -3.26
0.00 -0.13 -0.40

Summary:
E_tot in eV: -311118.782
Max |F| in eV Å⁻¹: 5.26
Spin multiplicity: 2
Orbital gap (alpha / beta) in eV: 2.752 / 6.683
Total charge: -1
⟨S²⟩: 0.753


No. 4
The following is a quantum chemistry calculation of 2 unconnected molecules or ions with the total composition C8H20INSi in a non-equilibrium geometry, from the Open Molecules 2025 dataset.

Positions of all 31 atoms, in Å:
H -0.164814 -3.242039 3.316619
C -0.803874 -1.458774 2.187152
H -0.822286 1.782078 -3.202943
H -2.882579 -1.075557 1.339166
C 0.088887 -0.479523 2.920507
H -2.543381 -0.517334 2.998333
H 0.661833 -3.179261 -2.188366
C -1.112181 -2.636419 3.108465
H 0.120687 0.606599 2.545496
H 1.858417 4.615339 -1.964958
H 1.860963 4.263960 -3.593482
H 0.636580 0.906875 -3.073315
Si -0.738755 -1.486878 -0.603909
H -2.028457 0.287630 1.562098
H -1.878176 -3.212829 2.710953
C 0.602312 3.007380 -2.350094
H 1.384311 -1.548206 -2.538490
I 0.473929 2.014459 -0.422087
H 0.359293 2.108903 -4.441007
H -0.091102 3.843672 -2.294238
H 2.911388 3.258062 -2.388200
N -0.325157 -2.080295 0.933286
C -2.149853 -0.679709 2.064159
H -0.156161 -0.185667 3.905351
C 1.911857 3.761192 -2.584461
H -1.486539 -2.369153 4.134931
H 1.661808 -2.393063 -0.985958
H 1.143145 -0.804397 2.984467
H 0.390498 -2.803207 1.014841
C 0.240882 1.876680 -3.348759
C 0.876527 -2.180519 -1.745558

Cartesian forces, eV/Å:
-1.25 0.52 -0.49
-1.96 -0.42 1.09
-0.63 -0.40 -0.17
0.13 -0.76 0.76
2.53 1.96 -1.40
-1.02 0.23 2.19
-0.09 0.62 0.05
2.14 0.24 2.54
0.00 -1.63 -0.62
0.32 0.91 1.13
0.24 -1.03 0.57
0.52 0.05 -0.18
0.78 0.21 -1.94
0.52 0.19 0.40
-1.14 -1.41 -1.04
1.19 -0.49 -0.77
-1.03 -0.46 0.91
0.21 0.46 0.09
0.37 0.00 1.06
-0.71 -0.62 -0.11
-1.43 0.31 -0.51
0.61 0.89 0.08
0.85 -0.06 -3.99
-0.99 -0.76 1.44
0.81 -0.35 -0.74
0.45 0.27 -0.91
-0.21 0.16 -0.39
-0.34 -0.02 -0.17
-0.06 0.49 0.49
-0.85 1.14 -0.31
0.03 -0.23 0.94

Summary:
Energy above the lowest of the compared OMol25 structures with the same formula, charge and spin in eV: 0.0559
E_tot in eV: -26087.070
Max |F| in eV Å⁻¹: 4.08
Orbital gap in eV: 8.215


Look up the max |F| of the third one. 5.26 eV Å⁻¹


Among the records above, which one has the highest E_tot? C8H19NOP